1.
Below is C21H26N2O3S in the gas phase, with properties calculated with ωB97M-V/def2-TZVPD.

```
53
Properties=species:S:1:pos:R:3:lowdin_charge:R:1
C 2.39 2.09 -1.29 -0.0820
C 3.16 1.92 0.02 -0.1451
C 3.89 0.60 0.05 -0.4343
O 5.10 0.55 0.00 0.0759
N 3.17 -0.56 0.04 0.0578
C 1.81 -0.86 0.16 -0.1405
C 0.76 -0.10 0.67 0.0149
C -0.50 -0.67 0.73 -0.0416
C -0.72 -1.96 0.28 -0.2681
S -2.35 -2.66 0.39 0.6618
O -2.93 -2.31 1.65 -0.2837
O -2.27 -4.05 0.02 -0.2978
N -3.17 -1.82 -0.81 -0.1177
C -4.45 -1.23 -0.50 -0.2332
C -4.56 0.18 -1.10 -0.1387
C -3.52 1.09 -0.51 -0.2480
C -3.63 1.54 0.80 -0.0368
C -2.67 2.36 1.35 -0.0451
C -1.57 2.77 0.61 -0.2935
C -0.54 3.67 1.22 -0.0474
C -1.46 2.32 -0.70 -0.0507
C -2.42 1.49 -1.25 -0.0334
C 0.32 -2.72 -0.23 0.0064
C 1.58 -2.17 -0.28 -0.1368
C 2.86 -2.79 -0.73 -0.0614
C 3.91 -1.82 -0.18 -0.2904
C 4.50 -2.31 1.14 -0.0285
H 1.59 1.36 -1.38 0.0584
H 3.07 1.98 -2.13 0.0852
H 1.96 3.09 -1.34 0.0675
H 2.50 2.02 0.88 0.0942
H 3.92 2.69 0.10 0.1201
H 0.89 0.89 1.05 0.0945
H -1.33 -0.12 1.15 0.1052
H -3.13 -2.32 -1.68 0.1137
H -5.28 -1.85 -0.86 0.1230
H -4.50 -1.18 0.59 0.1009
H -4.45 0.13 -2.18 0.1122
H -5.56 0.56 -0.87 0.1194
H -4.48 1.24 1.39 0.1195
H -2.77 2.69 2.38 0.1156
H -0.96 4.67 1.35 0.0847
H -0.23 3.31 2.20 0.0816
H 0.34 3.76 0.58 0.0610
H -0.61 2.63 -1.30 0.0997
H -2.31 1.16 -2.27 0.1138
H 0.12 -3.73 -0.56 0.1210
H 2.99 -3.80 -0.34 0.1244
H 2.89 -2.84 -1.82 0.1267
H 4.72 -1.61 -0.88 0.1467
H 5.05 -3.23 0.98 0.0824
H 5.18 -1.56 1.53 0.0769
H 3.71 -2.48 1.86 0.0895
```

As for the energy relative to the best compared isomer or geometry (same formula, charge and spin): 27.7 kcal/mol. As for the SMILES: CCC(=O)N1c2ccc(S(=O)(=O)NCCc3ccc(C)cc3)cc2C[C@@H]1C. For the HOMO energy, the calculation gives -8.50 eV.

2.
Below is C21H26N2O5 in the gas phase in a non-equilibrium geometry, with properties calculated with ωB97M-V/def2-TZVPD.

```
54
Properties=species:S:1:pos:R:3:lowdin_charge:R:1
C -0.60 3.94 -2.03 -0.1071
O 0.22 3.47 -3.06 -0.2003
C 1.53 4.01 -3.03 -0.2192
C 2.41 3.20 -3.97 -0.1014
C 2.86 1.87 -3.34 -0.2727
C 3.70 1.02 -4.29 -0.1388
C 2.86 0.39 -5.40 -0.1985
C 1.72 -0.41 -4.77 -0.1639
C 0.89 0.50 -3.87 -0.1402
N 1.72 1.10 -2.85 0.0020
C 1.49 1.11 -1.53 -0.3909
O 2.21 1.70 -0.73 0.0527
C 0.33 0.35 -0.96 -0.1597
C 0.25 0.04 0.42 0.0801
C -0.95 -0.58 0.55 -0.2119
C -1.67 -1.16 1.72 -0.1108
O -0.69 -1.62 2.63 -0.0221
C -1.11 -2.15 3.81 -0.2454
C -0.10 -2.58 4.67 0.0085
C -0.42 -3.14 5.90 -0.0663
C -1.74 -3.28 6.29 -0.0381
C -2.76 -2.86 5.44 -0.1523
C -4.20 -2.96 5.77 -0.4008
C -4.56 -3.56 7.10 -0.0169
O -5.05 -2.58 4.99 0.0871
C -2.43 -2.29 4.20 0.0497
O -1.55 -0.64 -0.65 0.0388
N -0.75 -0.06 -1.58 0.1063
H -1.56 3.43 -2.14 0.0906
H -0.75 5.02 -2.09 0.0884
H -0.17 3.70 -1.04 0.0896
H 1.50 5.06 -3.34 0.1253
H 1.93 3.97 -2.01 0.1222
H 1.86 3.03 -4.89 0.1122
H 3.31 3.78 -4.21 0.1239
H 3.46 2.11 -2.45 0.1461
H 4.49 1.64 -4.72 0.1152
H 4.18 0.22 -3.71 0.1205
H 2.45 1.16 -6.05 0.1072
H 3.49 -0.27 -6.01 0.1091
H 1.08 -0.83 -5.54 0.1123
H 2.13 -1.23 -4.18 0.1176
H 0.09 -0.06 -3.39 0.0949
H 0.43 1.30 -4.45 0.1275
H 0.98 0.26 1.17 0.1252
H -2.32 -1.98 1.38 0.1484
H -2.30 -0.38 2.19 0.1495
H 0.93 -2.47 4.36 0.1209
H 0.37 -3.47 6.55 0.1073
H -1.97 -3.72 7.25 0.1042
H -4.18 -4.58 7.17 0.0880
H -4.13 -2.97 7.91 0.0879
H -5.64 -3.58 7.21 0.0844
H -3.26 -1.98 3.57 0.1137
```

As for the energy relative to the best compared isomer or geometry (same formula, charge and spin): 90.3 kcal/mol. As for the SMILES: COCC[C@@H]1CCCCN1C(=O)c1cc(COc2cccc(C(C)=O)c2)on1. For the HOMO energy, the calculation gives -8.88 eV.

3.
Below is C21H26N2O5 in the gas phase, with properties calculated with ωB97M-V/def2-TZVPD.

```
54
Properties=species:S:1:pos:R:3:lowdin_charge:R:1
C -1.73 2.93 -2.57 -0.0509
C -1.00 1.99 -1.63 -0.1911
O -0.55 2.69 -0.47 -0.0005
C -1.24 2.62 0.65 -0.4441
O -2.30 2.04 0.76 0.0977
C -0.58 3.35 1.81 -0.1872
C -0.30 2.35 2.96 -0.0951
C 1.18 1.91 2.92 -0.1317
N 1.64 1.83 1.56 -0.0455
C 1.66 0.75 0.74 -0.4198
O 1.91 0.86 -0.44 0.0688
C 1.43 -0.62 1.39 -0.0193
C 0.81 -1.53 0.38 -0.0865
C -0.54 -1.64 0.11 -0.0653
C -1.57 -0.89 0.81 -0.4419
O -1.45 -0.48 1.94 0.0965
O -2.67 -0.60 0.08 0.0902
N -0.73 -2.50 -0.96 0.0030
C -1.99 -3.02 -1.42 -0.1799
C -2.41 -4.26 -0.63 -0.0548
C 0.48 -2.97 -1.35 -0.1566
C 0.82 -3.87 -2.35 -0.0153
C 2.16 -4.14 -2.55 -0.0905
C 3.15 -3.53 -1.78 -0.0945
C 2.83 -2.64 -0.79 -0.0120
C 1.49 -2.35 -0.56 -0.1049
C 1.81 3.15 0.98 -0.1316
C 0.69 4.11 1.42 -0.1176
H -2.62 3.33 -2.10 0.0787
H -1.08 3.76 -2.86 0.0776
H -2.02 2.39 -3.47 0.0780
H -1.66 1.18 -1.32 0.1082
H -0.10 1.58 -2.08 0.1268
H -1.34 4.06 2.16 0.1543
H -0.95 1.49 2.85 0.0925
H -0.51 2.81 3.92 0.1185
H 1.80 2.64 3.44 0.1274
H 1.30 0.95 3.44 0.1196
H 2.40 -1.00 1.70 0.1353
H 0.77 -0.55 2.25 0.0959
H -3.17 0.09 0.55 0.1246
H -1.88 -3.27 -2.48 0.1186
H -2.75 -2.24 -1.33 0.1076
H -1.65 -5.03 -0.71 0.0740
H -2.53 -4.01 0.42 0.0766
H -3.35 -4.65 -1.01 0.0735
H 0.07 -4.35 -2.96 0.1041
H 2.45 -4.84 -3.33 0.0996
H 4.19 -3.77 -1.98 0.0979
H 3.60 -2.17 -0.20 0.1123
H 2.78 3.56 1.29 0.1289
H 1.81 3.03 -0.11 0.1139
H 0.47 4.81 0.62 0.1194
H 1.01 4.68 2.29 0.1164
```

As for the energy relative to the best compared isomer or geometry (same formula, charge and spin): 10.2 kcal/mol. As for the SMILES: CCOC(=O)C1CCN(C(=O)Cc2c(C(=O)O)n(CC)c3ccccc23)CC1. For the HOMO energy, the calculation gives -7.86 eV.

4.
Below is C21H26N2O6 in the gas phase in a non-equilibrium geometry, with properties calculated with ωB97M-V/def2-TZVPD.

```
55
Properties=species:S:1:pos:R:3:lowdin_charge:R:1
C -7.41 -1.32 0.98 -0.0800
O -6.27 -1.69 0.23 -0.0747
C -5.25 -0.81 0.12 -0.2671
C -5.22 0.47 0.69 0.0137
C -4.13 1.29 0.51 0.0182
C -3.02 0.90 -0.24 -0.1243
N -1.93 1.74 -0.41 0.1543
C -1.76 3.01 0.05 -0.4166
O -2.54 3.65 0.72 0.0819
C -0.42 3.62 -0.38 -0.0526
O 0.40 2.69 -1.07 -0.0105
C 1.68 2.57 -0.67 -0.4704
O 2.17 3.24 0.20 0.1252
C 2.36 1.48 -1.46 -0.0210
C 2.73 0.27 -0.57 -0.4160
C 3.18 -0.88 -1.47 -0.0917
C 3.54 -2.10 -0.62 -0.2895
C 4.67 -1.74 0.34 -0.1212
C 4.22 -0.59 1.24 -0.2883
C 3.00 -1.03 2.05 -0.1165
C 1.87 -1.40 1.09 -0.2836
C 2.31 -2.54 0.18 -0.1162
C 1.51 -0.18 0.24 -0.0884
C 3.87 0.63 0.39 -0.0878
C -3.05 -0.39 -0.81 -0.0715
N -2.00 -0.93 -1.60 -0.3205
O -2.11 -2.06 -2.03 0.0966
O -1.00 -0.25 -1.82 0.0407
C -4.16 -1.22 -0.62 0.0879
H -8.08 -2.18 0.93 0.0950
H -7.90 -0.45 0.55 0.0972
H -7.15 -1.13 2.03 0.0972
H -6.05 0.83 1.28 0.1106
H -4.12 2.27 0.96 0.1054
H -1.17 1.36 -0.98 0.1092
H 0.10 3.99 0.51 0.1391
H -0.64 4.47 -1.03 0.1493
H 3.27 1.89 -1.90 0.1404
H 1.69 1.16 -2.25 0.1293
H 4.04 -0.57 -2.07 0.1287
H 2.37 -1.14 -2.16 0.1285
H 3.86 -2.91 -1.28 0.1403
H 4.94 -2.61 0.94 0.1191
H 5.56 -1.44 -0.23 0.1192
H 5.03 -0.33 1.93 0.1404
H 2.68 -0.22 2.71 0.1217
H 3.25 -1.89 2.67 0.1195
H 0.99 -1.71 1.66 0.1413
H 2.55 -3.42 0.77 0.1201
H 1.50 -2.81 -0.51 0.1208
H 1.18 0.63 0.89 0.1322
H 0.70 -0.42 -0.45 0.1022
H 4.75 0.94 -0.18 0.1307
H 3.57 1.46 1.03 0.1196
H -4.16 -2.20 -1.07 0.1332
```

As for the energy relative to the best compared isomer or geometry (same formula, charge and spin): 58.2 kcal/mol. As for the SMILES: COc1ccc(NC(=O)COC(=O)C[C@]23C[C@H]4C[C@H](C[C@H](C4)C2)C3)c([N+](=O)[O-])c1. For the HOMO energy, the calculation gives -8.60 eV.

no.,LUMO energy (eV)
1,0.56
2,0.14
3,0.58
4,-0.90